Entry 1:
Here is 2 unconnected molecules or ions with the total composition C3H9NO2S2 in a non-equilibrium geometry from the OMol25 dataset. Energies are from ωB97M-V with the def2-TZVPD basis set.

Element x y z (Å)
C 1.81378 0.36929 0.50199
C -1.34005 0.09528 0.79727
C 1.02566 -0.82147 0.74149
N 1.04360 -1.82914 -0.15894
O -0.92946 -0.63599 -1.75581
O -0.69883 1.76226 -1.10283
S -3.28570 0.95169 -1.55366
S -1.59303 0.34983 -0.90162
H 2.68442 0.13575 -0.17546
H 2.27679 0.78218 1.49173
H 1.07815 1.13977 -0.01149
H -1.80530 -0.71755 1.19042
H -1.57209 0.87116 1.45058
H 0.74233 -0.97696 1.70263
H 1.48540 -1.53722 -1.02562
H -1.20291 2.49502 -0.93328
H 0.27726 -2.43390 -0.25742

For the energy, the calculation gives -1121.1668 hartree. The HOMO energy comes out at -7.8 eV. For the LUMO energy, the calculation gives 0.0 eV. The calculation puts the relative energy (zero: lowest compared OMol25 entry of this formula, charge and spin) at 112.1 kcal/mol. Its maximum force is 4.94 eV/A. The molecular weight is 155.24 g/mol.

=====

Entry 2:
Here is C7H13N3O4 in the gas phase in a non-equilibrium geometry from the OMol25 dataset. Energies are from ωB97M-V with the def2-TZVPD basis set.

Element x y z (Å)
N -4.71704 -0.82993 -0.68526
C -3.99402 0.02416 0.06241
O -4.43087 0.93181 0.73355
C -2.48981 -0.46432 0.25523
C -1.40533 0.56233 -0.31313
C 0.03984 0.11356 0.12523
N 0.33680 -0.19704 1.60857
C 1.04154 1.23759 -0.18012
O 0.56399 2.30762 -0.34531
N 2.40153 1.06799 -0.22608
C 3.01485 -0.27800 -0.27215
C 4.46943 -0.04519 0.08076
O 5.09030 0.97169 0.34102
O 5.05807 -1.38699 -0.14662
H -5.50467 -0.14491 -1.33397
H -4.13080 -1.10007 -1.67345
H -2.43167 -0.67388 1.49742
H -2.27294 -1.64006 -0.21868
H -1.56121 0.78147 -1.42941
H -1.63969 1.61775 0.27645
H 0.37169 -0.72730 -0.49880
H -0.34624 0.50608 2.20873
H -0.18333 -1.15519 1.73337
H 2.84282 2.01883 -0.30422
H 2.35172 -0.86457 0.46718
H 3.16915 -0.64966 -1.38914
H 4.35589 -1.98379 -0.37358

For the energy, the calculation gives -739.6415 hartree. The HOMO energy comes out at -9.8 eV. For the LUMO energy, the calculation gives 0.2 eV. The calculation puts the relative energy (zero: lowest compared OMol25 entry of this formula, charge and spin) at 126.1 kcal/mol. The SMILES is NC(=O)CC[C@H](N)C(=O)NCC(=O)O. Its maximum force is 9.15 eV/A. The molecular weight is 203.20 g/mol.

=====

Entry 3:
Here is C4H8N2O in the gas phase in a non-equilibrium geometry from the OMol25 dataset. Energies are from ωB97M-V with the def2-TZVPD basis set.

Element x y z (Å)
C 1.08926 1.55569 -0.42708
C 0.38315 0.38111 0.20615
O 0.04873 0.69663 1.52675
C -0.90435 -0.09058 -0.51892
N -1.40416 -1.16821 0.26460
C 1.22410 -0.94674 0.30896
N 0.43749 -1.88067 0.39680
H 1.95617 1.83567 0.17556
H 0.41134 2.41465 -0.47532
H 1.42284 1.30254 -1.43775
H -0.64994 0.05251 1.75754
H -0.68559 -0.34249 -1.56863
H -1.53485 0.80578 -0.48893
H 0.14204 -2.80544 0.60935
H -1.93623 -1.81045 -0.32908

For the energy, the calculation gives -341.8232 hartree. The HOMO energy (spin up / spin down) comes out at -8.4 / -8.4 eV. For the LUMO energy (spin up / spin down), the calculation gives 0.6 / 0.6 eV. The calculation puts the relative energy (zero: lowest compared OMol25 entry of this formula, charge and spin) at 113.3 kcal/mol. Its maximum force is 1.94 eV/A. The molecular weight is 100.12 g/mol.

=====

Entry 4:
Here is 2 unconnected molecules or ions with the total composition C5H12O2 from the OMol25 dataset. Energies are from ωB97M-V with the def2-TZVPD basis set.

Element x y z (Å)
C 2.21950 -0.00711 1.14159
C 0.81768 0.57808 1.31207
C 0.07430 0.99952 0.07681
C -1.24878 1.07039 0.00157
O -2.05222 0.49903 0.97556
H 2.20600 -1.04657 0.80100
H 2.80791 0.57151 0.42039
H 2.74962 0.03077 2.10082
H 0.19272 -0.07667 1.93183
H 0.90579 1.51480 1.87608
H 0.65693 1.37705 -0.76003
H -1.74721 1.63474 -0.78048
H -2.83943 0.12872 0.55747
C -0.91900 -1.16659 -1.93988
O 0.06586 -1.34806 -0.93774
H -1.17863 -2.14405 -2.34652
H -1.85515 -0.67620 -1.62666
H -0.49309 -0.53631 -2.72922
H -0.36279 -1.40304 -0.07467

For the energy, the calculation gives -348.1212 hartree. The HOMO energy comes out at -8.4 eV. For the LUMO energy, the calculation gives 0.7 eV. The calculation puts the relative energy (zero: lowest compared OMol25 entry of this formula, charge and spin) at 52.5 kcal/mol. The SMILES is CC/C=C\O.CO. Its maximum force is 0.59 eV/A. The molecular weight is 104.15 g/mol.

=====

Entry 5:
Here is C20H29N3O in the gas phase in a non-equilibrium geometry from the OMol25 dataset. Energies are from ωB97M-V with the def2-TZVPD basis set.

Element x y z (Å)
C 2.39425 0.21811 -2.37340
C 0.76094 0.37073 -2.10971
C 0.37418 -0.39777 -1.04754
C -1.19376 0.00479 -0.86299
N -1.46355 1.29547 -0.28401
C -0.89027 1.94982 0.59313
C -0.57615 1.46145 1.82103
C -0.32583 2.14104 3.07421
O 0.09829 1.36773 3.98850
C 0.46511 2.12596 5.08376
C -0.40569 3.51310 2.87492
C -0.62487 4.20894 1.75761
C -0.69173 5.61565 1.43533
C -1.00557 6.13798 0.28279
C -1.28269 5.26027 -0.50414
N -1.49584 3.98276 -0.59236
C -0.73547 3.45510 0.58774
N 0.81890 -1.80951 -1.05878
C -0.12650 -2.78970 -1.79059
C 0.95947 -3.65971 -2.41255
C 1.53973 -4.78634 -1.15152
C 0.27181 -5.58913 -0.63289
C -0.78877 -4.41777 -0.23924
C -1.14241 -3.51384 -1.03975
H 2.60338 -0.73355 -2.26415
H 2.58773 0.55178 -3.30361
H 2.68879 0.86463 -1.47958
H 0.29065 -0.16640 -3.11492
H 0.34313 1.37438 -2.40895
H 0.86515 0.14465 -0.07498
H -1.70684 -0.50907 -1.54338
H -1.56977 -0.64317 0.22886
H -1.64361 1.91012 -1.15260
H -0.60806 0.51489 1.87450
H -0.42387 2.62186 5.63290
H 0.62881 1.50934 5.96085
H 1.35785 2.85181 4.99637
H 0.24418 4.04206 3.77334
H -0.26501 6.34219 2.36408
H -0.92123 7.07557 0.29300
H -1.56709 5.65723 -1.64488
H 0.50593 -2.18056 0.05596
H -0.69270 -2.23605 -2.46483
H 1.86506 -3.18913 -2.71760
H 0.67568 -4.33623 -3.15365
H 1.94013 -4.14345 -0.57021
H 2.39510 -5.47735 -1.71689
H 0.66461 -6.06922 0.22089
H -0.01129 -6.07939 -1.41881
H -0.15920 -3.84419 0.60824
H -1.42212 -5.05222 0.27507
H -2.02358 -2.84146 -0.69341
H -1.57544 -4.10419 -1.96118

For the energy, the calculation gives -1018.3853 hartree. The HOMO energy comes out at -7.4 eV. For the LUMO energy, the calculation gives 0.4 eV. The calculation puts the relative energy (zero: lowest compared OMol25 entry of this formula, charge and spin) at 428.4 kcal/mol. The SMILES is CC[C@@H](CNc1cc(OC)cc2cccnc12)NC1CCCCC1. Its maximum force is 19.11 eV/A. The molecular weight is 327.47 g/mol.

=====

Entry 6:
Here is 2 unconnected molecules or ions with the total composition C9H13NO2 in a non-equilibrium geometry from the OMol25 dataset. Energies are from ωB97M-V with the def2-TZVPD basis set.

Element x y z (Å)
C -3.03904 1.72918 -2.10285
C -1.86580 1.85912 -1.11121
C -1.80136 2.93062 -0.22265
C -0.70392 3.00428 0.60996
C 0.28020 2.00662 0.57707
O 1.38552 2.00554 1.34720
C -0.00463 0.82186 -0.08072
C -0.99408 0.76649 -1.06348
H -3.55453 0.81300 -1.88340
H -2.75067 1.83392 -3.10314
H -3.70765 2.57020 -1.77422
H -2.55858 3.69794 -0.09060
H -0.61373 3.83940 1.26245
H 1.41618 2.78209 1.94250
H 0.52490 -0.10757 0.22861
H -1.03568 -0.07026 -1.74071
C 0.32400 -4.00374 0.70354
C 1.68537 -3.48062 0.33696
N 2.30531 -2.76129 1.38664
O 2.07332 -3.50940 -0.80267
H -0.29673 -4.22075 -0.20701
H -0.26713 -3.25435 1.19018
H 0.54601 -5.04518 1.04707
H 3.26165 -2.56180 1.55153
H 1.81023 -2.70343 2.32010

For the energy, the calculation gives -555.9516 hartree. The HOMO energy comes out at -8.3 eV. For the LUMO energy, the calculation gives 0.7 eV. The calculation puts the relative energy (zero: lowest compared OMol25 entry of this formula, charge and spin) at 32.7 kcal/mol. The SMILES is Cc1ccc(O)cc1.CC(N)=O. Its maximum force is 3.70 eV/A. The molecular weight is 167.21 g/mol.